(1)
ORCA calculation (ωB97M-V/def2-TZVPD) on an isolated molecule of C25H33NO5.

Last column: natural (NBO) charge in e.
Positions of all 64 atoms, in Å:
O1 -1.8810 -2.0937 -0.6176  -0.527
O2 -4.2051 1.4201 0.8345  -0.515
O3 -1.9597 -2.7554 1.5183  -0.613
O4 4.2547 0.6348 1.5670  -0.516
O5 5.8778 2.4610 0.1265  -0.510
N1 1.8614 -0.9280 0.7422  -0.438
C1 -2.4970 -3.3167 -1.0253  -0.076
C2 4.2632 -0.9045 -1.7063  -0.219
C3 -1.6502 -1.9381 0.6904  0.825
C4 -6.9224 1.2217 -1.6420  -0.187
C5 -0.0761 -0.7608 2.2118  -0.384
C6 4.0058 -0.6427 -0.3699  -0.070
C7 -7.3497 2.9577 -0.0560  -0.189
C8 -6.1691 2.6599 0.5906  -0.284
C9 -2.1840 0.3441 1.4287  -0.382
C10 6.6744 3.3545 -0.6085  -0.249
C11 5.3354 1.3760 -0.5180  0.229
C12 -5.7328 0.9129 -1.0016  -0.333
C13 1.1517 -1.5784 1.8229  -0.219
C14 1.0224 -0.8483 -0.4350  -0.228
C15 5.0292 -0.0323 -2.4526  -0.217
C16 -5.3474 1.6322 0.1241  0.390
C17 4.1688 1.9144 2.1508  -0.237
C18 -1.0245 -0.5867 1.0181  -0.165
C19 -1.4743 -4.4348 -1.1650  -0.635
C20 -0.2193 -0.0086 -0.1492  -0.394
C21 4.5321 0.5019 0.2389  0.327
C22 -7.7342 2.2387 -1.1777  -0.248
C23 -3.3397 0.3796 0.4318  -0.071
C24 5.5582 1.1010 -1.8612  -0.292
C25 3.1406 -1.5578 0.4545  -0.234
H1 5.1544 2.3404 2.3522  0.187
H2 -2.9685 0.5702 -0.5837  0.176
H3 -0.8263 0.0475 -1.0519  0.221
H4 -0.6929 -4.1455 -1.8641  0.210
H5 -7.2114 0.6551 -2.5153  0.211
H6 3.6390 -1.7446 1.4079  0.220
H7 1.8230 -1.6489 2.6819  0.207
H8 3.6378 1.7652 3.0915  0.186
H9 -5.1191 0.1143 -1.3884  0.218
H10 1.5999 -0.3788 -1.2353  0.216
H11 0.1008 0.9986 0.1221  0.214
H12 0.7173 -1.8552 -0.7789  0.159
H13 -5.8546 3.2076 1.4650  0.221
H14 3.8542 -1.7949 -2.1605  0.211
H15 0.2475 0.2231 2.5518  0.211
H16 -8.6589 2.4711 -1.6834  0.212
H17 -1.8027 1.3602 1.5433  0.219
H18 -3.2591 -3.5929 -0.2890  0.200
H19 6.9815 4.1212 0.1018  0.199
H20 -2.9676 -3.0912 -1.9847  0.189
H21 3.0119 -2.5220 -0.0699  0.170
H22 3.6011 2.6040 1.5217  0.176
H23 0.8371 -2.6032 1.5483  0.163
H24 6.1633 1.7651 -2.4569  0.219
H25 6.1129 3.8232 -1.4235  0.176
H26 -2.5759 0.0213 2.3950  0.220
H27 -1.0257 -4.6481 -0.1977  0.224
H28 -1.9630 -5.3333 -1.5309  0.218
H29 5.2242 -0.2286 -3.4958  0.213
H30 -0.6006 -1.2649 3.0243  0.230
H31 -3.8777 -0.5780 0.4355  0.175
H32 7.5647 2.8631 -1.0143  0.177
H33 -7.9758 3.7550 0.3165  0.213

Force components x, y, z for each atom (eV/Å):
0.1 0.2 -0.2
-0.2 0.2 0.1
-0.1 -0.1 0.1
0.4 -0.3 -0.3
-0.3 -0.5 0.1
0.0 -0.1 0.0
-0.2 -0.5 0.0
0.1 0.0 0.0
0.1 0.1 0.2
-0.1 0.1 0.0
0.0 -0.4 -0.1
0.1 0.1 0.1
0.0 0.0 0.0
0.2 -0.1 0.0
-0.3 -0.1 -0.2
0.1 0.1 -0.1
0.0 0.1 0.2
0.3 -0.1 0.1
-0.1 0.2 0.2
-0.1 0.3 -0.1
0.0 0.0 -0.1
-0.2 0.1 0.0
-0.1 0.4 0.3
0.0 0.2 0.2
-0.1 0.4 0.1
0.0 -0.3 -0.1
0.0 0.0 -0.1
-0.1 0.0 -0.1
0.3 -0.1 0.0
0.1 0.1 0.0
0.0 0.1 0.1
-0.2 -0.1 0.0
-0.1 -0.1 0.1
0.0 0.1 0.0
0.1 0.0 -0.1
0.0 0.0 -0.1
-0.1 -0.1 0.0
0.0 -0.1 0.0
0.0 0.0 -0.1
0.1 -0.1 0.0
-0.1 -0.1 0.0
0.0 0.1 0.0
0.1 0.0 0.0
0.0 0.1 0.1
-0.1 -0.1 0.0
0.0 0.1 0.0
-0.1 0.0 0.0
0.1 0.0 0.0
0.1 0.1 -0.2
0.0 0.0 -0.1
0.0 0.0 0.1
0.0 0.0 0.1
0.0 0.0 0.0
0.1 0.0 0.0
0.1 0.1 0.0
0.0 0.0 0.0
0.0 0.0 0.0
0.0 -0.1 0.0
0.0 -0.1 -0.1
0.0 0.0 -0.1
0.0 0.1 0.0
0.0 0.1 -0.1
0.0 0.0 0.0
0.0 0.1 0.0

Computed properties:
Molecular weight (g mol⁻¹): 427.54

(2)
ORCA calculation (ωB97M-V/def2-TZVPD) on a cluster of 3 separate species, C8H16N2O5S in total.

Last column: natural (NBO) charge in e.
Positions of all 32 atoms, in Å:
S1 -2.6092 -1.9004 3.3721  1.655
O1 -4.1105 -1.5809 2.6298  -0.869
O2 -4.3038 -1.2480 -0.9942  -0.640
O3 -2.9220 -2.8300 4.5688  -0.841
O4 2.0607 -0.7022 -0.5598  -0.613
O5 -1.7031 -2.8269 2.2245  -0.675
N1 4.1198 0.3235 -0.3030  -0.439
N2 -3.1916 0.7085 -1.5353  -0.431
C1 3.2620 -0.7556 -0.3313  0.523
C2 -2.7302 0.9245 -0.1797  -0.422
C3 -2.8281 1.6673 -2.5585  -0.399
C4 5.5337 0.1779 -0.0242  -0.399
C5 3.5909 1.6468 -0.5607  -0.417
C6 -0.3039 -2.2904 2.1400  0.232
C7 -3.9618 -0.4016 -1.8097  0.536
C8 0.8846 -1.5221 2.3292  -0.338
H1 -3.2409 1.3831 -3.5303  0.213
H2 2.8177 1.8714 0.1802  0.210
H3 -3.9844 -1.5106 1.6279  0.525
H4 1.7198 -0.7273 2.6390  0.305
H5 3.1389 1.6616 -1.5569  0.214
H6 -1.7375 1.7116 -2.6310  0.200
H7 -2.1344 1.8391 -0.1155  0.211
H8 5.7813 0.7634 0.8660  0.194
H9 4.3840 2.3974 -0.5047  0.206
H10 -3.2167 2.6503 -2.2770  0.195
H11 6.1039 0.5526 -0.8792  0.196
H12 3.7658 -1.7133 -0.1225  0.114
H13 -4.2588 -0.4703 -2.8688  0.115
H14 -2.1249 0.0676 0.1309  0.217
H15 -3.5972 1.0020 0.4832  0.209
H16 5.7959 -0.8690 0.1508  0.214

Force components x, y, z for each atom (eV/Å):
-1.5 -1.7 4.2
2.2 -1.1 -1.1
0.4 0.6 -0.1
0.8 3.0 -4.7
1.0 0.3 0.1
3.8 1.4 -0.5
-0.6 -1.2 0.1
-0.9 -1.1 -0.5
-0.2 0.7 -0.2
-0.1 -0.3 0.1
0.0 0.0 0.2
-0.2 0.2 -0.1
-0.3 -0.1 -0.1
6.3 5.7 2.2
0.5 0.6 0.5
-9.3 -4.7 -0.4
0.0 0.0 0.2
0.0 0.2 -0.2
-0.2 -0.1 1.4
-2.2 -2.6 -1.2
0.0 0.2 0.1
-0.1 0.1 -0.1
-0.1 -0.2 -0.1
0.2 -0.1 -0.1
-0.1 -0.2 0.0
0.1 0.0 -0.2
0.2 -0.1 0.2
0.1 0.1 0.0
0.1 0.1 0.0
0.0 0.2 0.1
0.2 0.1 0.1
-0.1 0.2 0.0

Computed properties:
Molecular weight (g mol⁻¹): 252.29

(3)
ORCA calculation (ωB97M-V/def2-TZVPD) on an isolated molecule of C13H17NO4.

Last column: natural (NBO) charge in e.
Positions of all 35 atoms, in Å:
O1 5.7746 -0.6692 0.7975  -0.589
O2 -3.8576 0.4275 0.3048  -0.449
O3 3.5770 -0.8290 1.8162  -0.608
O4 2.1801 2.0708 -0.5373  -0.740
N1 2.3690 -0.2766 -0.6257  -0.553
C1 4.2182 -0.9991 -1.5806  -0.647
C2 -0.6300 1.6033 0.4852  -0.199
C3 4.4485 -0.7027 0.7970  0.767
C4 -1.8262 -0.6002 -0.5265  -0.364
C5 -6.9840 -1.5454 -0.0177  -0.630
C6 -4.5189 -0.5675 -0.1010  -0.060
C7 -5.9775 -0.3991 0.3003  -0.373
C8 -1.9519 1.5323 0.5630  -0.215
C9 1.6690 0.7044 -0.5686  0.635
C10 0.1630 0.7167 -0.3968  -0.092
C11 -2.5537 0.2937 -0.0547  0.362
C12 3.8519 -0.3925 -0.5334  -0.184
C13 -0.5509 -0.4137 -0.7908  -0.155
H1 -2.4231 -1.2454 -0.8476  0.218
H2 -4.6723 -0.8389 -1.0486  0.171
H3 5.4163 -0.9533 -1.6887  0.244
H4 -0.0800 -1.1420 -1.3039  0.194
H5 -6.7502 -2.5923 0.3696  0.209
H6 0.0003 2.4347 0.6218  0.243
H7 -6.2177 -0.2545 1.2550  0.198
H8 4.0253 -1.1112 2.4277  0.469
H9 -6.4418 0.6408 -0.2373  0.174
H10 4.0102 -1.9554 -1.8537  0.221
H11 -6.9640 -1.6641 -1.1573  0.193
H12 -2.4268 2.5721 0.9449  0.246
H13 -8.0969 -1.4001 0.1790  0.228
H14 -4.2856 -1.6057 0.5016  0.123
H15 4.1687 0.8441 -0.7711  0.314
H16 3.8963 -0.6672 -2.5087  0.240
H17 1.8794 -1.1636 -0.1064  0.407

Force components x, y, z for each atom (eV/Å):
-7.2 -0.9 1.4
3.3 2.7 -0.4
-5.9 4.3 -11.4
-1.9 -7.0 -0.5
2.5 -10.4 3.4
9.4 -5.1 -10.2
3.8 -0.2 -3.3
5.9 1.2 -1.2
1.6 -0.2 -0.2
-0.3 -1.4 -2.7
-6.6 -7.4 4.7
-3.1 1.8 -4.0
-0.9 0.9 -0.6
-3.6 15.8 1.3
-1.5 -2.9 1.5
-2.1 12.1 7.6
-4.5 10.7 7.4
4.3 2.9 0.5
-3.7 -7.0 -3.2
0.9 -0.6 -4.5
-2.5 -0.2 0.2
1.7 -2.4 -1.8
0.1 1.5 -0.1
0.2 1.4 1.3
0.3 1.1 4.4
7.4 -4.7 11.3
1.3 -2.7 1.2
-0.8 -3.8 0.9
-0.1 -0.2 1.3
0.3 -3.2 -0.7
1.7 0.4 0.2
0.2 1.9 -1.3
-0.9 -3.1 1.4
-0.7 2.1 -1.6
1.3 2.5 -2.1

Computed properties:
Molecular weight (g mol⁻¹): 251.28

(4)
ORCA calculation (ωB97M-V/def2-TZVPD) on an isolated molecule of C4H6N2.

Last column: natural (NBO) charge in e.
Positions of all 12 atoms, in Å:
N1 -0.6784 0.9646 0.5256  -0.452
N2 -0.9101 -1.1812 0.9056  -0.568
C1 -1.3140 0.1537 1.1037  0.230
C2 0.0464 -1.0182 0.0607  -0.086
C3 1.1566 1.0443 -1.1099  -0.635
C4 0.2167 0.2554 -0.2845  0.044
H1 -1.2223 -2.3500 1.3025  0.448
H2 0.9908 2.0209 -1.4817  0.235
H3 0.6786 -1.8181 -0.1957  0.201
H4 2.1059 1.1180 -0.8052  0.211
H5 -2.2154 0.2903 2.0388  0.160
H6 1.1453 0.5201 -2.0600  0.212

Force components x, y, z for each atom (eV/Å):
3.5 5.2 -4.3
-3.7 -3.9 3.7
-8.7 -5.9 9.2
4.2 -1.7 -3.5
-2.2 -2.0 -2.7
-0.1 3.1 1.1
1.0 5.6 -1.5
-1.5 1.2 0.5
0.5 -1.0 -0.6
3.7 -0.3 1.6
2.8 -0.1 -3.2
0.7 -0.3 -0.5

Computed properties:
Molecular weight (g mol⁻¹): 82.11

These records have ΔE to the lowest compared entry with this formula, charge and spin values of 20.12 81.74 292.58 76.11 kcal/mol, in the order they appear.